10
Properties=species:S:1:pos:R:3:forces:R:3:lowdin_charge:R:1 method="wB97M-V/def2-TZVPD" charge=-1 e_above_lowest_kj_mol=72.4 mol_weight_g_mol=230.86 gap_ha=0.2956
C 1.215 0.533 0.824 -0.807 0.749 -1.053 -0.8511
C -0.410 -0.913 -0.809 -1.983 0.743 1.409 -0.1722
C -0.176 0.400 -0.002 -1.125 -1.541 0.938 -0.8339
O 1.733 1.597 0.483 0.971 0.191 0.461 -0.1083
O 1.535 -0.408 1.522 0.085 -0.817 0.446 -0.0223
Br -0.615 1.938 -0.919 -0.572 0.684 -0.854 0.7189
Br -1.893 0.549 1.810 1.129 -0.472 -1.222 0.0531
H -0.065 -1.711 -0.175 0.406 -0.341 0.162 0.0562
H -1.517 -1.165 -1.036 1.795 0.885 0.131 0.0960
H 0.193 -0.820 -1.698 0.102 -0.082 -0.418 0.0635

***

102
Properties=species:S:1:pos:R:3:forces:R:3:lowdin_charge:R:1 method="wB97M-V/def2-TZVPD" charge=+1 mol_weight_g_mol=962.67 gap_ha=0.2464
Y 1.123 0.388 -1.651 -0.116 -1.211 0.095 1.5065
C -1.189 1.498 -4.414 -0.029 -0.030 0.055 -0.0422
C 0.242 1.897 -4.537 -0.007 0.084 -0.023 -0.3106
C 0.617 3.073 -5.174 0.043 -0.018 0.071 0.0112
C 1.957 3.389 -5.278 -0.013 -0.043 0.030 -0.0132
C 2.901 2.488 -4.802 0.073 0.039 -0.009 -0.1043
C 2.462 1.334 -4.183 0.087 -0.139 -0.146 -0.4718
N 1.156 1.058 -4.022 -0.035 0.123 -0.094 -0.0258
Sb 3.927 -0.218 -3.811 0.036 0.043 -0.059 1.5751
C 2.460 -1.807 -3.810 0.144 -0.062 -0.127 -0.4403
C 2.676 -2.803 -4.749 -0.040 -0.004 0.037 -0.1153
C 1.875 -3.939 -4.736 0.011 0.064 0.049 -0.0365
C 0.927 -4.054 -3.745 0.056 0.066 -0.001 -0.0130
C 0.763 -3.019 -2.825 -0.061 -0.136 -0.025 -0.3075
C -0.232 -3.185 -1.716 -0.041 -0.030 0.042 -0.0200
N 1.484 -1.895 -2.882 -0.105 0.058 -0.150 -0.0081
C 4.271 -0.363 -1.670 0.038 -0.018 -0.304 -0.4665
C 5.498 0.071 -1.199 0.065 -0.040 -0.002 -0.1046
C 5.823 -0.185 0.124 -0.056 -0.028 0.009 -0.0314
C 4.940 -0.914 0.901 -0.032 -0.023 -0.086 -0.0166
C 3.730 -1.323 0.352 0.052 -0.064 0.106 -0.3364
C 2.781 -2.186 1.127 -0.023 -0.013 0.027 -0.0163
N 3.388 -1.010 -0.904 -0.160 0.256 0.098 0.0233
H -1.859 2.325 -4.631 0.003 -0.047 -0.029 0.0365
H -1.400 1.189 -3.390 -0.028 0.081 -0.003 0.0366
H -1.402 0.668 -5.091 -0.002 -0.045 0.004 0.0973
H -0.146 3.739 -5.548 -0.031 0.018 -0.024 0.1247
H 2.269 4.318 -5.735 0.011 0.019 -0.010 0.1238
H 3.959 2.691 -4.900 -0.008 -0.002 -0.010 0.1041
H 3.468 -2.697 -5.478 0.001 -0.003 0.008 0.0885
H 2.017 -4.725 -5.465 0.001 -0.022 -0.024 0.1187
H 0.313 -4.938 -3.659 -0.026 -0.042 0.006 0.1213
H -0.252 -4.225 -1.390 -0.012 0.000 -0.002 0.0937
H -1.239 -2.923 -2.042 0.000 -0.001 0.008 0.0822
H 0.025 -2.567 -0.858 -0.004 -0.014 -0.012 0.0497
H 6.182 0.600 -1.849 -0.001 -0.005 0.008 0.1008
H 6.763 0.158 0.535 0.035 0.011 0.012 0.1185
H 5.180 -1.171 1.924 0.005 -0.014 0.031 0.1211
H 2.757 -1.911 2.181 -0.016 0.010 0.019 0.0793
H 3.099 -3.229 1.059 0.009 0.004 0.016 0.0969
H 1.775 -2.121 0.717 0.008 -0.018 -0.011 0.0537
C -5.182 -1.110 2.201 -0.003 -0.040 -0.002 -0.0292
C -4.567 -2.110 1.211 -0.074 0.003 0.013 -0.5517
C -4.097 -3.361 1.965 -0.018 0.010 -0.031 -0.0343
C -5.632 -2.516 0.192 0.031 0.007 0.024 -0.0520
C -3.374 -1.449 0.544 0.103 0.047 -0.068 -0.1375
C -3.346 -1.102 -0.799 0.053 0.002 0.078 0.0055
C -2.201 -0.535 -1.328 0.019 -0.037 -0.065 -0.1322
N -1.104 -0.270 -0.625 0.104 -0.174 0.169 0.0349
C -1.137 -0.527 0.700 -0.222 0.049 -0.037 -0.2016
C -2.237 -1.129 1.290 0.057 0.088 -0.107 0.0548
C 0.024 -0.049 1.503 0.073 0.126 0.092 -0.1983
C 0.012 -0.047 2.888 0.003 0.016 -0.170 0.0525
C 1.066 0.510 3.614 0.041 0.001 -0.080 -0.1359
C 2.098 1.073 2.876 -0.071 -0.006 0.001 0.0376
C 2.054 1.025 1.494 0.012 0.011 -0.014 -0.0872
N 1.056 0.465 0.810 -0.074 -0.128 0.199 0.0427
C 1.036 0.479 5.133 0.017 0.031 0.051 -0.5556
C 1.012 -0.987 5.587 -0.008 0.022 0.004 -0.0324
C 2.257 1.165 5.742 -0.015 -0.017 -0.008 -0.0558
C -0.228 1.197 5.627 0.014 -0.015 -0.011 -0.0312
H -6.040 -1.562 2.698 -0.030 -0.021 0.022 0.0959
H -5.526 -0.212 1.688 -0.026 0.023 -0.024 0.0832
H -4.468 -0.814 2.970 0.033 0.018 0.033 0.0842
H -4.960 -3.892 2.365 -0.041 -0.017 0.035 0.0926
H -3.448 -3.115 2.804 0.053 0.014 0.035 0.0788
H -3.559 -4.041 1.304 0.004 -0.033 -0.032 0.0939
H -6.440 -3.038 0.702 -0.026 -0.007 0.024 0.0931
H -5.229 -3.188 -0.566 0.010 -0.037 -0.019 0.0933
H -6.068 -1.651 -0.306 -0.012 0.042 -0.032 0.0898
H -4.192 -1.262 -1.448 -0.037 -0.026 -0.032 0.1174
H -2.172 -0.296 -2.384 0.017 -0.017 0.000 0.1059
H -2.228 -1.342 2.347 0.026 -0.030 0.044 0.1085
H -0.831 -0.454 3.422 -0.029 -0.032 -0.004 0.1061
H 2.937 1.558 3.350 0.032 0.003 0.025 0.1169
H 2.851 1.452 0.897 0.006 -0.011 0.014 0.1203
H 1.891 -1.524 5.228 0.030 -0.011 -0.012 0.0902
H 0.124 -1.508 5.227 -0.034 -0.026 -0.014 0.0804
H 1.008 -1.035 6.675 -0.006 -0.002 0.048 0.0934
H 3.184 0.664 5.462 0.045 -0.018 -0.017 0.0896
H 2.183 1.133 6.828 -0.001 -0.010 0.037 0.0929
H 2.323 2.212 5.448 0.000 0.054 -0.013 0.0928
H -1.138 0.722 5.262 -0.043 -0.021 -0.013 0.0775
H -0.236 2.239 5.307 0.005 0.035 -0.014 0.0966
H -0.259 1.176 6.715 0.001 0.000 0.046 0.0934
O 3.135 3.963 -1.708 -0.044 -0.083 0.047 0.1253
C 2.396 3.059 -1.419 0.002 0.443 -0.069 -0.5315
O 2.697 1.781 -1.442 0.456 0.266 0.257 -0.2442
C 0.918 3.257 -0.985 0.193 0.502 0.257 -0.5240
O 0.596 4.212 -0.304 -0.074 -0.106 -0.164 0.0827
O 0.156 2.278 -1.361 -0.350 0.240 -0.062 -0.1734
S -2.560 4.214 -2.778 -0.065 0.127 -0.163 0.6149
C -2.879 3.636 -1.276 -0.025 -0.038 -0.035 -1.1730
N -2.214 3.924 -0.156 0.049 0.071 -0.046 -0.0505
C -2.456 3.055 0.973 -0.001 -0.078 0.118 -0.2276
C -3.906 2.606 0.845 0.001 0.013 0.015 -0.4164
S -4.185 2.491 -0.947 0.061 0.053 0.056 0.9021
H -1.278 4.328 -0.260 -0.048 -0.041 0.027 0.0952
H -2.283 3.590 1.907 0.002 -0.017 -0.011 0.1266
H -1.772 2.197 0.928 -0.018 -0.005 0.018 0.1008
H -4.587 3.346 1.265 -0.004 -0.016 -0.001 0.0815
H -4.084 1.642 1.320 0.016 -0.006 0.004 0.0490

***

| no. | DFT total energy (a.u.) |
| --- | --- |
| 1 | -5414.666276 |
| 2 | -3295.078113 |